Record 1
The following is a DFT calculation (wB97M-V/def2-TZVPD) of one molecule with the formula C10H9IO2 at a distorted geometry.

Structure (ORCA input):
```
! wB97M-V def2-TZVPD RIJCOSX def2/J DEFGRID3
* xyz 0 1
C 1.512 2.627 1.474
C 2.290 2.366 0.330
C 0.299 2.026 1.852
C 1.876 1.301 -0.577
C -0.139 1.179 0.900
C 0.626 0.843 -0.239
C -1.756 -1.542 -1.747
C -1.356 0.507 0.333
C -0.575 0.213 -0.961
C -1.648 -2.941 -2.231
O -2.778 -0.933 -1.521
O -0.496 -1.118 -1.353
I -1.054 1.549 -2.538
H 2.013 3.382 2.223
H 3.308 2.659 0.183
H -0.119 2.292 2.879
H 2.253 1.007 -1.471
H -1.585 -0.341 0.822
H -2.218 1.215 0.176
H -0.567 -3.352 -2.191
H -1.977 -3.131 -3.332
H -2.232 -3.619 -1.592
*
```

As for the lowest unoccupied orbital energy: 0.40 eV. The energy comes out at -22709.3492 eV. The energy above the lowest of the compared OMol25 structures with the same formula, charge and spin comes out at 4.5 kcal/mol. Its largest force on an atom is 0.1003 Eh/bohr. The highest occupied orbital energy comes out at -0.3246 Eh.

Atom charges from the Mulliken analysis, given in e for atoms 1 to 2:
1 C -0.077
2 C -0.607

***

Record 2
The following is a DFT calculation (wB97M-V/def2-TZVPD) of C35H56AsF9N3O2PPb as an isolated structure.

Structure (ORCA input):
```
! wB97M-V def2-TZVPD RIJCOSX def2/J DEFGRID3
* xyz 2 1
Pb -0.976 0.606 -0.577
C -0.481 2.707 2.824
C -0.421 1.387 3.600
C 0.490 1.552 4.814
P -0.030 0.038 2.352
C -0.941 -1.473 2.990
C -0.410 -2.739 2.321
C -1.055 -1.649 4.504
C 1.727 -0.441 2.675
C 2.133 -0.887 3.913
C 3.420 -1.396 4.151
C 3.828 -1.853 5.506
C 4.333 -1.446 3.082
C 3.979 -1.019 1.841
C 2.679 -0.465 1.594
N 2.466 0.219 0.481
C 3.214 0.063 -0.627
C 3.781 1.246 -1.210
C 3.690 2.546 -0.479
C 4.560 1.127 -2.337
C 4.767 -0.107 -2.960
C 5.586 -0.210 -4.200
C 4.167 -1.252 -2.407
C 3.435 -1.215 -1.247
C 2.772 -2.459 -0.728
H -0.861 3.502 3.468
H -1.156 2.624 1.970
H 0.516 2.998 2.484
H -1.438 1.155 3.930
H 1.539 1.630 4.529
H 0.376 0.753 5.545
H 0.217 2.482 5.315
H -1.943 -1.288 2.609
H 0.607 -2.971 2.643
H -0.425 -2.639 1.233
H -1.047 -3.580 2.600
H -0.138 -2.037 4.947
H -1.842 -2.379 4.698
H -1.344 -0.730 5.010
H 1.434 -0.876 4.734
H 2.972 -2.094 6.133
H 4.386 -1.047 5.993
H 4.493 -2.714 5.453
H 5.333 -1.822 3.259
H 4.711 -0.984 1.044
H 2.798 2.586 0.144
H 3.707 3.381 -1.177
H 4.554 2.664 0.180
H 5.040 2.012 -2.738
H 6.377 0.538 -4.218
H 4.950 -0.031 -5.072
H 6.022 -1.201 -4.309
H 4.319 -2.203 -2.905
H 2.967 -3.287 -1.405
H 1.691 -2.306 -0.657
H 3.138 -2.741 0.258
C -1.834 0.326 -4.115
N -0.997 1.260 -3.365
C 0.388 1.131 -3.800
C -1.492 2.625 -3.591
C -0.778 3.682 -2.763
N -0.942 3.501 -1.322
C 0.029 4.294 -0.567
C -2.302 3.814 -0.890
H -1.757 0.492 -5.198
H -2.874 0.448 -3.814
H -1.509 -0.692 -3.906
H 0.539 1.563 -4.799
H 0.663 0.076 -3.836
H 1.056 1.630 -3.100
H -2.561 2.635 -3.378
H -1.363 2.890 -4.651
H -1.156 4.665 -3.082
H 0.288 3.654 -2.989
H -0.357 5.294 -0.336
H 0.947 4.412 -1.137
H 0.263 3.796 0.374
H -2.563 4.859 -1.109
H -2.385 3.659 0.184
H -3.019 3.164 -1.387
C -2.532 -4.260 -0.398
As -1.806 -3.061 -1.717
C -0.416 -4.102 -2.571
C -3.125 -2.733 -3.090
O -1.044 -1.697 -1.105
H -3.007 -5.061 -0.967
H -3.267 -3.784 0.245
H -1.724 -4.682 0.196
H -0.869 -4.936 -3.106
H 0.281 -4.486 -1.828
H 0.112 -3.467 -3.281
H -4.019 -3.308 -2.861
H -2.728 -3.050 -4.053
H -3.379 -1.680 -3.116
F -6.526 -0.154 -0.771
C -5.214 -0.247 -0.943
F -4.901 0.302 -2.127
F -4.903 -1.561 -1.041
C -4.380 0.416 0.198
O -3.107 0.601 -0.203
C -5.021 1.790 0.567
F -4.150 2.500 1.305
F -5.269 2.492 -0.546
F -6.149 1.682 1.264
C -4.459 -0.515 1.445
F -3.694 -1.615 1.248
F -5.690 -0.933 1.724
F -3.963 0.098 2.534
*
```

As for the lowest unoccupied orbital energy (spin up / spin down): -7.82 / -8.11 eV. The energy comes out at -145588.9394 eV. The energy above the lowest of the compared OMol25 structures with the same formula, charge and spin comes out at 5.5 kcal/mol. Its largest force on an atom is 0.0165 Eh/bohr. The highest occupied orbital energy (spin up / spin down) comes out at -0.4809 / -0.4809 Eh.

Atom charges from the Mulliken analysis, given in e for atoms 1 to 2:
1 Pb 3.177
2 C -1.460

***

Which of these has the lowest energy?
C35H56AsF9N3O2PPb

***

The lowest largest force on an atom belongs to which entry?
C35H56AsF9N3O2PPb

***

Which formula does entry 2 have?
C35H56AsF9N3O2PPb

***

The highest largest force on an atom belongs to which entry?
C10H9IO2